Entry from the Open Molecules 2025 dataset: one molecule with the formula C5H6N2O (ωB97M-V with the def2-TZVPD basis set).

Calculated values
- Structure (SMILES): C[C@H]1[C@H]2C(=O)N=CN21
- Multiplicity: 1
- Electronic energy: -378.772514 hartree

Each line ends with the natural charge from an NBO analysis.
Positions of all 14 atoms, in Å:
C  0.153  1.745  0.213  -0.6441
C  -0.577  0.404  0.529  -0.0283
C  -0.901  -0.832  -0.100  -0.2165
C  1.275  -0.979  0.230  0.2795
C  -0.300  -1.191  -1.347  0.6248
H  -0.672  2.605  0.151  0.2517
H  0.818  1.491  -0.627  0.2351
H  0.847  1.878  1.149  0.2279
H  -1.272  0.511  1.316  0.2097
H  -1.923  -1.259  0.165  0.2473
H  2.104  -1.066  0.882  0.2087
N  0.054  -0.807  1.006  -0.4024
N  1.107  -1.214  -1.037  -0.4863
O  -0.714  -1.285  -2.529  -0.5071

=====

Entry from the Open Molecules 2025 dataset: C5H6N2O as an isolated structure (ωB97M-V with the def2-TZVPD basis set).

Calculated values
- Multiplicity: 1
- Electronic energy: -378.545800 hartree

Each line ends with the natural charge from an NBO analysis.
Positions of all 14 atoms, in Å:
C  -0.292  -0.644  1.982  -0.4392
C  0.494  0.327  -0.546  -0.0109
C  0.183  -1.127  -0.696  0.3081
C  0.806  0.777  -1.946  -0.0321
C  0.961  1.262  -3.133  -0.2356
H  0.915  -0.660  2.036  0.2437
H  -0.880  -0.781  3.078  0.2240
H  -0.993  -1.415  1.136  0.1927
H  -1.265  1.621  2.054  0.4508
H  -0.436  -1.707  0.048  0.1453
H  0.929  2.042  -4.068  0.2810
N  -0.560  0.740  1.600  -0.4475
N  0.035  1.057  0.409  -0.1672
O  0.103  -1.490  -1.956  -0.5132

=====

Entry from the Open Molecules 2025 dataset: one molecule with the formula C5H6N2O (ωB97M-V with the def2-TZVPD basis set).

Calculated values
- Structure (SMILES): CCN1C(=O)[C@@H]1C#N
- Multiplicity: 1
- Electronic energy: -378.770190 hartree

Each line ends with the natural charge from an NBO analysis.
Positions of all 14 atoms, in Å:
C  -2.046  0.419  3.053  0.2401
C  -2.045  -0.958  0.942  0.7448
C  -1.365  -0.416  2.191  -0.2937
C  0.309  0.211  -1.374  -0.6073
C  0.269  0.162  0.202  -0.2175
N  -2.556  1.184  3.778  -0.2791
N  -1.078  -0.103  0.771  -0.3902
O  -2.978  -1.497  0.536  -0.4962
H  -0.676  -1.276  2.585  0.2247
H  -0.049  1.128  -1.772  0.2160
H  1.373  -0.001  -1.715  0.2187
H  -0.284  -0.532  -1.810  0.2140
H  1.018  -0.578  0.507  0.2021
H  0.627  1.269  0.456  0.2236

=====

electronic energy of number 2 (C5H6N2O)?
-378.545800 hartree

=====

Look up the electronic energy of the first one.
-378.772514 hartree